(1)
{
  "formula": "C17H28BrFeIOS",
  "method": "wB97M-V/def2-TZVPD",
  "total_energy_ha": -5273.0880,
  "multiplicity": 6,
  "charge": 1,
  "s_squared": 8.7668,
  "orbital_gap_ev": [7.07, 4.02],
  "homo_ev": [-10.7, -10.7],
  "lumo_ev": [-3.62, -6.67],
  "elements": ["H", "H", "H", "H", "C", "H", "C", "H", "C", "H", "C", "H", "H", "C", "H", "H", "O", "H", "C", "H", "C", "H", "H", "H", "C", "Fe", "H", "H", "C", "H", "S", "H", "H", "H", "C", "C", "H", "H", "C", "I", "C", "H", "C", "H", "C", "H", "C", "Br", "H", "C"],
  "coordinates": [[5.604, 1.726, 0.064], [-2.771, 0.976, 1.235], [4.691, 0.452, 0.886], [-1.923, 2.239, 2.225], [2.041, -0.048, 0.051], [1.000, 3.104, 0.045], [3.510, 3.047, -1.132], [-2.655, -6.824, -1.240], [-2.453, 2.049, 1.261], [-0.577, 4.149, -0.790], [-2.933, -6.405, -0.251], [4.590, 3.496, 1.222], [2.979, -0.597, 0.063], [3.445, 2.085, 0.066], [-0.583, 4.107, 0.996], [3.477, 2.466, 2.193], [-1.549, -0.561, -0.023], [4.716, 0.532, -0.930], [-2.412, 2.120, -1.205], [2.786, 3.858, -1.081], [-0.099, -6.299, 0.060], [-4.564, -3.548, 0.784], [-3.143, -7.223, 0.466], [-3.368, 2.653, 1.223], [-0.320, 1.472, 0.029], [-1.929, -2.434, -0.306], [0.736, -5.676, 0.402], [-0.127, -7.210, 0.677], [3.583, 3.026, 1.267], [-3.818, -5.779, -0.402], [-1.603, -5.355, 0.344], [3.360, 2.542, -2.086], [-4.195, -3.270, -1.032], [-2.721, 1.071, -1.261], [-0.389, 0.040, -0.007], [-1.189, 3.874, 0.085], [-1.877, 2.371, -2.121], [4.486, 3.552, -1.188], [-1.567, 2.382, 0.039], [-4.942, -0.950, 0.032], [4.662, 1.129, 0.004], [-2.102, 4.518, 0.068], [0.946, 2.046, 0.045], [2.850, 3.866, 1.242], [0.823, -0.710, 0.027], [-0.008, -6.570, -0.993], [2.116, 1.331, 0.078], [0.862, -2.642, 0.042], [-3.309, 2.745, -1.171], [-4.133, -2.920, -0.001]]
}



(2)
{
  "formula": "C5H13N4O",
  "method": "wB97M-V/def2-TZVPD",
  "total_energy_ha": -492.1190,
  "smiles": "CC[N@@H+](NO)N1C=NCC1",
  "multiplicity": 1,
  "charge": 1,
  "orbital_gap_ev": 10.41,
  "homo_ev": -13.4,
  "lumo_ev": -2.96,
  "elements": ["O", "H", "N", "H", "C", "H", "N", "H", "H", "N", "H", "C", "H", "H", "H", "N", "C", "H", "H", "H", "C", "H", "C"],
  "coordinates": [[-2.154, 1.152, -1.365], [1.280, -0.558, -1.050], [-0.260, -0.865, 0.320], [-2.258, -1.840, 0.649], [0.749, 2.439, 1.677], [1.792, 2.915, 1.602], [-0.445, 0.552, 0.415], [1.706, -1.884, 0.295], [-0.263, 0.413, -1.577], [-1.030, -2.722, -0.634], [0.578, 2.098, 2.672], [0.874, 1.182, 0.758], [1.532, 0.301, 1.161], [1.301, 1.336, -0.285], [0.710, -3.556, -0.947], [-0.809, 1.242, -1.015], [0.938, -1.433, -0.388], [-1.076, 0.708, 1.252], [0.273, -2.334, -2.261], [0.147, 3.191, 1.178], [-1.372, -1.824, 0.127], [-2.504, 2.028, -1.364], [0.290, -2.542, -1.220]]
}



(3)
{
  "formula": "C18H22AuCl4N2O2Si2",
  "method": "wB97M-V/def2-TZVPD",
  "total_energy_ha": -3514.7195,
  "multiplicity": 1,
  "charge": -1,
  "orbital_gap_ev": 6.20,
  "homo_ev": -4.3,
  "lumo_ev": 1.87,
  "elements": ["Cl", "H", "H", "H", "C", "H", "Cl", "H", "H", "H", "C", "H", "C", "C", "C", "N", "Cl", "H", "C", "C", "C", "O", "H", "Si", "C", "C", "H", "C", "H", "H", "C", "C", "Au", "H", "N", "H", "H", "C", "H", "H", "Si", "H", "O", "H", "Cl", "C", "H", "H", "C", "C", "C"],
  "coordinates": [[4.131, 6.283, 0.001], [-0.663, -4.102, 0.000], [-3.156, 1.564, 2.446], [1.536, -3.173, 2.446], [1.944, 2.912, 0.001], [-4.108, -0.614, 0.001], [5.468, 1.026, 0.001], [-1.280, 3.525, -0.875], [-2.691, 4.137, -0.001], [-4.511, 0.824, -1.598], [1.614, -3.812, 1.563], [-1.280, 3.526, 0.873], [-1.911, 3.371, -0.001], [-3.728, -2.711, 0.001], [-1.010, -1.989, 0.000], [-1.599, 0.334, 0.000], [6.332, 4.059, 0.001], [1.535, -3.173, -2.446], [3.344, -1.930, -0.001], [-2.754, -3.697, 0.000], [2.939, 1.906, 0.001], [0.682, 2.541, 0.001], [-4.511, 0.825, 1.598], [-2.715, 1.681, 0.000], [4.279, 2.283, 0.001], [1.613, -3.812, -1.564], [0.786, -4.522, -1.598], [-3.795, 1.648, 1.564], [-3.031, -4.744, 0.001], [4.109, -2.712, -0.001], [-1.420, -3.331, 0.000], [4.660, 3.628, 0.001], [0.473, 0.464, 0.000], [-4.356, 2.582, -1.648], [0.316, -1.604, 0.000], [2.544, -4.379, -1.645], [-4.355, 2.583, 1.647], [-3.796, 1.647, -1.564], [3.500, -1.300, 0.874], [-4.779, -2.974, 0.001], [1.652, -2.731, 0.000], [3.499, -1.299, -0.875], [2.554, 0.649, 0.001], [-3.156, 1.562, -2.446], [1.090, 5.452, 0.001], [2.334, 4.249, 0.001], [2.545, -4.379, 1.644], [0.787, -4.521, 1.598], [-1.999, -0.987, 0.000], [3.684, 4.614, 0.001], [-3.347, -1.382, 0.000]]
}



(4)
{
  "formula": "C3H9ISi",
  "method": "wB97M-V/def2-TZVPD",
  "total_energy_ha": -706.8252,
  "smiles": "C[SiH2]CCI",
  "multiplicity": 1,
  "orbital_gap_ev": 9.34,
  "homo_ev": -9.2,
  "lumo_ev": 0.13,
  "elements": ["H", "H", "H", "C", "C", "C", "H", "H", "H", "H", "Si", "H", "H", "I"],
  "coordinates": [[-0.609, -2.071, -1.081], [0.474, 2.651, -0.841], [1.011, 1.136, -1.878], [-1.378, -1.606, -0.436], [0.973, 1.612, -0.830], [0.719, 0.635, 0.350], [-1.878, -2.562, -0.104], [-1.596, 0.270, 1.945], [1.520, -0.055, 0.265], [-2.254, -1.080, -0.942], [-0.711, -0.601, 1.017], [0.889, 1.224, 1.349], [-0.363, -1.572, 1.958], [3.202, 2.020, -0.772]]
}



(5)
{
  "formula": "C42H32BrNO15S",
  "method": "wB97M-V/def2-TZVPD",
  "total_energy_ha": -5775.0285,
  "smiles": "CC(=O)N(C)C1=C(S)C(=O)C(Br)=C(CCC(=O)O)C1=O.O=C1C=CC(=O)C=C1.O=C1C=CC(=O)C=C1.O=C1C=CC(=O)C=C1.O=C1C=CC(=O)C=C1.O=C1C=CC(=O)C=C1",
  "multiplicity": 1,
  "orbital_gap_ev": 7.35,
  "homo_ev": -9.2,
  "lumo_ev": -1.88,
  "elements": ["H", "H", "H", "Br", "H", "C", "C", "C", "O", "C", "H", "C", "O", "H", "C", "H", "C", "C", "C", "O", "C", "C", "C", "H", "H", "C", "H", "O", "C", "H", "C", "C", "C", "O", "O", "O", "H", "H", "H", "H", "C", "C", "H", "C", "H", "C", "H", "H", "H", "H", "C", "C", "O", "H", "C", "C", "O", "C", "H", "S", "H", "H", "O", "O", "C", "C", "C", "C", "C", "O", "C", "C", "H", "C", "H", "H", "H", "H", "O", "C", "C", "H", "C", "C", "O", "O", "H", "C", "C", "N", "C", "C"],
  "coordinates": [[-2.068, -0.505, -5.387], [0.433, 7.061, 1.074], [1.740, 5.244, 0.002], [-2.042, -3.918, 2.344], [5.863, -0.778, 2.693], [0.211, -2.367, -3.490], [1.362, 9.551, -2.009], [-2.316, -1.016, -3.346], [-10.588, -4.020, 2.366], [2.680, 4.562, 1.859], [-1.192, 0.047, 3.428], [-0.357, -1.676, -4.673], [0.541, 7.549, 3.628], [1.169, -2.855, -3.629], [0.319, 8.520, -1.788], [5.471, -0.832, 0.976], [-1.673, -1.003, -4.510], [-9.402, -4.208, 2.541], [2.953, 0.812, 0.916], [0.226, -1.656, -5.735], [1.174, 6.660, 3.101], [5.233, -1.253, 1.950], [0.438, -0.611, 1.459], [-9.640, -6.295, 3.165], [3.971, 1.180, 1.003], [5.792, -6.608, -2.040], [-2.465, -0.410, 0.850], [-5.416, -4.860, 3.135], [1.723, -1.305, 1.106], [3.423, 4.151, 3.879], [3.781, -1.004, 2.254], [-1.057, 9.531, -3.545], [-0.638, -1.450, 2.063], [0.213, 0.558, 1.247], [-4.559, -1.523, 1.684], [-4.772, 0.297, 2.950], [6.257, -7.037, -1.162], [2.243, 9.484, -1.384], [4.252, -5.162, -5.376], [2.113, 5.976, 4.961], [1.788, 5.439, 1.066], [1.207, 10.500, -2.928], [5.395, -2.322, 1.886], [0.309, -3.295, 0.818], [2.939, -3.461, -1.059], [5.755, -6.421, -4.573], [-8.797, -2.183, 1.973], [4.296, -5.491, -1.030], [-4.073, -1.709, 0.864], [1.954, 11.263, -3.107], [1.623, -2.600, 0.775], [2.067, 5.779, 3.898], [3.319, 3.670, 1.337], [2.572, 1.078, -0.061], [-0.902, 8.583, -2.626], [-4.086, -0.354, 2.215], [3.335, -1.069, 3.367], [4.135, -5.212, -3.191], [-2.200, -1.438, 3.501], [2.986, -3.607, 0.279], [-2.526, 1.023, 1.852], [2.398, 1.295, 1.710], [0.049, -4.248, 0.129], [0.462, 7.655, -0.947], [-0.435, -2.385, -2.326], [-8.896, -5.526, 3.000], [-0.015, 10.565, -3.770], [6.377, -6.991, -3.350], [-7.104, -3.342, 2.500], [-0.155, 11.427, -4.608], [2.766, 4.806, 3.320], [-1.681, -0.739, 2.862], [6.199, -6.714, -5.516], [-7.597, -5.737, 3.194], [-3.272, -0.528, -3.204], [-7.206, -6.689, 3.529], [-1.648, 7.820, -2.445], [-0.056, -2.894, -1.453], [7.327, -7.740, -3.419], [4.749, -5.786, -1.969], [-8.405, -3.136, 2.307], [-1.940, 9.598, -4.168], [-0.687, -2.741, 1.770], [1.088, 6.413, 1.639], [3.196, -4.442, -3.119], [-2.329, -1.708, -1.095], [-6.358, -2.573, 2.334], [-2.657, -0.051, 1.859], [-1.745, -1.707, -2.164], [2.965, -0.650, 1.124], [-6.600, -4.661, 2.959], [4.716, -5.594, -4.499]]
}